No. 1
ORCA calculation (wB97M-V/def2-TZVPD) on C2HBrCl2OS in the gas phase in a non-equilibrium geometry.

```
8
Properties=species:S:1:pos:R:3:forces:R:3:lowdin_spin:R:1
S 0.29620 -1.32641 0.66603 -2.010 1.375 -0.985 0.05
Br -2.36754 0.50540 0.49207 0.097 0.170 -0.082 0.14
C -0.75800 1.20535 -0.11648 1.242 -1.703 -0.272 0.69
O 1.63034 -1.54157 1.08120 2.998 -1.519 1.099 0.04
C 0.50552 0.24568 -0.05932 -6.074 0.328 2.190 0.72
H 1.35111 0.37556 -0.56115 3.454 0.798 -2.144 0.04
Cl -0.57027 2.84588 -0.29363 0.203 0.512 0.070 0.20
Cl -0.08735 -2.30989 -1.20871 0.089 0.039 0.123 0.12
```
Forces are in eV/Å.

HOMO (alpha / beta) (hartree): -0.2850 / -0.3782
⟨S²⟩: 2.010
Relative energy (zero: lowest compared OMol25 entry of this formula, charge and spin) (kcal per mole): 0.00
2S+1: 3
Frontier orbital gap (alpha / beta) (eV): 7.75 / 7.50



No. 2
ORCA calculation (wB97M-V/def2-TZVPD) on a molecular structure, C6H6INO2 in a non-equilibrium geometry.

```
16
Properties=species:S:1:pos:R:3:forces:R:3:lowdin_charge:R:1
C -1.09228 -0.01948 0.22342 -3.747 -0.894 0.548 -0.10
N 1.06665 -0.77272 0.44560 -1.737 1.239 -0.790 -0.17
O -0.48858 -3.07695 -1.56524 0.845 1.109 2.564 0.15
H -2.17119 -1.94601 0.13669 0.619 1.313 0.100 0.16
I 3.59913 0.74957 1.24329 -0.647 -0.083 -0.328 0.60
O 1.19316 -1.92053 0.07253 -0.829 -3.404 -0.368 0.04
C 0.59871 1.59151 0.31075 1.084 0.419 1.002 -0.19
C -0.57820 1.07829 -0.52673 3.765 -0.155 0.185 -0.20
C 1.47202 0.33005 0.61965 2.163 4.110 0.777 -0.64
H 1.11911 2.39941 -0.29701 -0.126 -1.102 1.159 0.13
H -0.19944 0.74508 -1.48290 -0.120 0.314 -0.459 0.14
H -1.07661 1.98907 -0.50602 -2.242 1.050 -0.712 0.10
C -1.32320 -1.28332 -0.22092 -1.385 -1.530 1.664 -0.07
C -0.46017 -2.25710 -0.69460 0.871 -1.369 -4.115 -0.22
H 0.18310 2.03728 1.28176 0.829 -0.462 -1.229 0.14
H -1.84222 0.35585 0.95973 0.659 -0.555 0.001 0.14
```
Forces are in eV/Å.

HOMO (alpha / beta) (hartree): -0.3087 / -0.3087
Relative energy (zero: lowest compared OMol25 entry of this formula, charge and spin) (kcal per mole): 114.15
Frontier orbital gap (alpha / beta) (eV): 7.64 / 7.64



No. 3
ORCA calculation (wB97M-V/def2-TZVPD) on 9 unconnected molecules or ions with the total composition C24H28Cl2F7NO23 in a non-equilibrium geometry.

```
85
Properties=species:S:1:pos:R:3:forces:R:3:lowdin_charge:R:1
C 1.18778 3.21915 -4.03388 -0.118 0.965 0.351 0.07
F -5.55871 2.08806 -4.48510 0.160 -1.028 -0.231 0.10
H -3.50634 0.24157 1.62426 0.377 -0.643 1.128 0.09
C -2.38789 -2.31003 5.44520 0.238 1.723 -0.163 -0.53
H 4.16729 -1.20458 3.15171 0.019 -0.091 0.210 0.15
H -4.05122 3.84564 -5.51892 0.367 -0.027 0.126 0.15
H 3.14184 -3.10366 -3.36295 -0.038 -0.070 0.123 0.13
O 4.36236 -0.60484 -3.15054 1.127 0.562 0.446 0.14
O -1.68438 -3.37484 5.12542 0.963 -1.126 1.467 0.11
H 0.39558 2.51106 -4.27706 0.358 -0.124 -0.151 0.11
O 0.18160 5.20781 -3.31892 -0.141 -0.187 -0.098 0.07
H 0.61335 1.23937 -0.66549 0.139 0.328 0.309 0.05
O 1.53083 -3.55685 0.92941 1.724 0.769 2.026 0.14
H 4.23267 -2.91189 3.75548 0.386 0.086 -0.084 0.14
O 0.62280 3.68325 -1.85336 -0.217 0.340 -0.420 0.04
H 2.01011 5.64098 0.78913 0.011 -0.160 -0.075 0.15
H -0.51936 1.45290 0.74728 0.180 0.088 -0.309 0.05
O -4.16902 2.43721 -2.67146 -1.219 -1.454 0.909 0.14
H 4.45204 1.30332 -0.55630 -0.255 0.017 -0.166 0.14
C -1.64710 -3.51116 3.75198 0.201 -1.086 -1.669 -0.09
H 4.09720 -0.41755 -0.26320 0.127 -0.013 0.220 0.13
H -4.87284 1.21920 1.64992 -0.385 0.138 0.190 0.13
O 3.37646 -2.59836 1.95505 -1.285 -1.409 -2.746 0.07
O -2.72898 2.88541 -4.18952 1.558 0.339 -1.838 0.07
C 2.14908 4.65557 1.23383 -0.623 -0.157 -1.131 -0.12
O -2.29508 -1.72353 6.46931 -0.691 -0.040 0.096 0.19
H 0.85136 5.37374 2.74398 -0.022 -0.272 1.026 0.17
N 0.59730 4.11453 -3.00047 0.195 -0.162 1.159 -0.44
C 0.29325 0.87287 0.30987 0.081 -1.514 -0.279 -0.58
F 6.04341 -1.02070 -1.71189 0.400 -0.593 0.297 0.10
C -4.91341 2.97981 -3.71976 -0.241 2.452 0.283 -0.34
C -0.26060 -0.57802 0.06905 0.243 1.846 -0.544 -0.57
F -4.59060 -1.81022 0.88755 0.639 -1.001 -0.335 0.08
O 0.54211 -4.84990 -3.50999 -1.746 -1.508 2.343 0.18
H 5.75081 0.83862 -2.32799 0.266 -0.370 -1.101 0.17
C 1.25193 4.41318 2.41997 1.033 1.420 -0.788 -0.35
O -3.07232 -1.88135 4.31761 -0.420 0.065 1.224 0.12
H 2.04730 2.79397 -3.51566 -0.185 -0.335 -0.485 0.09
O 1.50062 -2.85831 3.08643 -0.529 0.176 -0.539 0.09
O -2.01292 1.66148 -2.43797 -2.293 0.731 -1.422 0.14
H -6.15248 -0.63277 0.73551 0.370 0.376 -0.301 0.17
F 0.22374 3.65228 2.06145 -0.908 -0.909 0.204 0.07
C -3.83781 3.74829 -4.45446 -0.139 -0.840 0.131 -0.03
C 2.64402 -4.04486 -3.59623 0.052 1.379 0.046 -0.05
H 1.89124 -4.98178 -1.87826 -1.087 -0.545 0.172 0.17
C -2.93701 -2.86916 3.34634 2.455 2.384 -1.540 -0.45
O 2.16878 -0.36775 -3.73689 2.596 0.274 2.297 0.14
C -2.90001 2.21149 -3.07252 2.033 -0.003 1.788 -0.54
H 1.44733 3.92302 -4.82462 0.041 -0.612 -0.260 0.10
O 0.20126 -4.92880 -5.76813 1.443 0.468 3.092 0.14
F 1.86513 -0.76932 4.01649 -0.211 -0.369 -0.245 0.05
O 3.45262 4.51898 1.69286 1.360 -0.989 2.357 0.05
H -2.93154 -2.38211 2.37122 0.159 -0.054 0.185 0.08
C 5.19711 -0.06872 -2.08665 -1.011 0.724 -0.001 -0.29
C -5.76045 -0.73430 3.65219 -1.076 -0.298 4.965 -0.52
C 0.83658 -4.61790 -4.76105 -1.314 0.621 -4.489 -0.55
C -4.51727 0.26201 2.03131 -1.441 0.461 -1.408 -0.07
C 2.10219 -3.08422 1.89465 -1.158 0.169 -1.764 -0.49
C 3.39291 3.87112 2.95638 1.620 0.148 -0.899 -0.51
H -3.64391 4.69441 -3.94910 -0.100 0.123 -0.257 0.15
C 2.29583 -2.05235 3.92225 0.369 -0.747 0.117 -0.28
O 1.92487 -3.84558 -4.79248 1.196 -0.212 -1.426 0.08
C -5.36090 -0.87329 1.44520 -1.154 0.582 0.039 -0.31
O -6.07600 -1.40353 2.54340 0.062 -0.253 -0.155 0.14
C 4.18556 0.35634 -1.02569 0.841 -1.111 0.683 -0.10
O 2.99095 0.41229 -1.72830 -1.486 -0.022 -1.556 0.03
C 3.09896 -0.22708 -2.94860 -2.690 0.566 -1.006 -0.51
O 4.31477 3.46564 3.61110 -1.064 0.757 -1.325 0.16
O -6.25122 -0.90462 4.79032 1.626 0.472 -4.526 0.12
H 2.17419 -2.55257 4.88302 0.492 0.534 0.267 0.17
H -0.77465 -3.02043 3.32056 -0.135 0.035 0.102 0.09
H -0.91090 -0.40789 -0.78901 -0.620 -0.051 0.246 0.07
H 1.93163 3.84774 0.53510 -0.037 0.201 -0.408 0.11
H 3.41001 -4.81692 -3.66879 -0.310 -0.316 -0.123 0.14
H -1.64180 -4.56577 3.47651 0.066 0.011 0.088 0.15
C 3.65705 -2.16619 3.20713 0.288 0.926 2.834 -0.10
F 1.10797 -3.20859 -2.07358 -1.469 2.032 0.891 0.12
F -3.91919 -3.70062 3.34699 -3.003 -2.404 0.483 0.15
C 1.49023 -4.31691 -2.64326 3.253 -1.765 -0.624 -0.36
O 2.12289 3.76968 3.31548 -1.514 0.039 1.014 0.13
H 0.36533 -1.38959 -0.30199 0.578 0.207 0.766 0.06
H -5.67070 3.67596 -3.35924 -0.002 -0.300 0.569 0.17
Cl -1.18897 -1.02532 1.49954 0.147 -0.337 -0.098 0.75
O -4.80088 0.17270 3.40776 0.710 0.381 0.340 0.08
Cl 1.65420 1.01406 1.50405 -0.214 -0.404 -0.624 0.64
```
Forces are in eV/Å.

HOMO (hartree): -0.3925
SMILES: O=C1OC[C@@H](F)O1.O=C1OC[C@@H](F)O1.O=C1OC[C@@H](F)O1.O=C1OC[C@@H](F)O1.O=C1OC[C@@H](F)O1.O=C1OC[C@@H](F)O1.O=C1OC[C@@H](F)O1.C[N+](=O)[O-].ClCCCl
Frontier orbital gap (eV): 10.54



No. 4
ORCA calculation (wB97M-V/def2-TZVPD) on a molecular structure, C36H15ClF15GeO9PS2W in a non-equilibrium geometry.

```
81
Properties=species:S:1:pos:R:3:forces:R:3:lowdin_charge:R:1
C -3.46479 -3.04327 0.16297 0.019 0.276 0.055 -0.09
S 0.75457 0.61253 -1.78347 -0.955 1.070 3.200 0.54
H -0.80259 -3.80676 2.12028 -0.032 -0.056 0.049 0.12
F 1.46798 5.67302 4.82375 0.013 0.034 0.064 0.13
F 0.94946 7.32613 -1.82231 0.060 0.088 0.027 0.13
F 5.78601 2.19064 2.43345 0.054 0.055 0.035 0.13
O -1.63053 1.43186 0.98764 0.658 0.921 0.050 -0.34
C -2.57659 -3.65451 -4.09803 -0.040 -0.088 -0.016 -0.06
H -2.62507 -4.51952 3.62922 0.019 0.023 0.001 0.11
C 1.56518 -4.36258 -0.21884 -0.051 0.046 0.055 -0.05
F 3.16805 1.81369 2.58036 0.111 -0.198 0.025 0.06
C -4.18326 -3.98708 2.25136 0.054 0.001 -0.012 -0.05
C -1.22656 -2.85019 -2.27963 -0.074 -0.096 0.265 -0.25
O 0.29816 -1.73918 -0.27959 -1.205 -2.595 -0.396 -0.56
C 0.21741 3.89753 -0.87836 -0.464 -1.365 0.253 -0.12
O -3.63426 -0.01046 1.14224 0.037 -0.098 0.105 -0.16
F -2.34637 4.38009 -3.41683 -0.023 -0.027 -0.007 0.12
H -5.51342 -3.33777 0.69974 -0.008 -0.006 0.008 0.11
F -1.18371 6.25385 4.96906 -0.045 0.062 0.079 0.14
O -1.72687 -0.32905 -0.45493 -0.900 -0.094 -0.122 -0.43
C 4.77794 3.37012 -0.82199 -0.006 0.067 -0.034 -0.13
C 5.02106 2.52193 1.39355 -0.094 0.006 -0.006 -0.14
O 3.28247 -1.89273 1.51586 0.022 0.323 0.266 -0.34
C 2.27733 -5.54209 -0.05585 -0.004 -0.060 -0.055 -0.06
F 2.71117 3.32754 -1.87010 0.125 0.094 -0.093 0.08
C -0.49213 -5.62629 -0.30945 0.032 -0.054 -0.061 -0.07
W 0.10150 0.02816 0.58449 2.239 -2.716 -3.703 1.47
C 0.22611 -6.80032 -0.16559 -0.039 0.002 -0.031 -0.07
C -1.83768 -3.71648 1.81330 0.038 0.181 -0.031 -0.07
C 3.65391 2.31964 1.43837 -0.054 0.202 -0.095 -0.25
C 1.08958 4.35522 2.90597 -0.151 -0.025 -0.213 -0.20
C 3.41927 3.11340 -0.75613 -0.143 -0.192 0.172 -0.23
C -1.31663 4.62057 -2.60298 0.021 0.008 -0.029 -0.13
O 0.69553 0.99206 1.96000 -0.219 1.721 -0.498 -0.48
C -2.85760 -4.10639 2.65679 -0.019 -0.075 0.075 -0.05
H -0.29040 -7.75083 -0.14979 -0.008 0.004 0.016 0.11
F 2.41196 4.16061 2.87210 0.006 0.077 0.189 0.10
H -3.70241 -2.59867 -0.79366 -0.058 0.071 0.080 0.11
F 1.79139 5.44180 -0.05648 0.075 0.157 -0.081 0.11
C 1.60814 -6.75580 -0.03242 0.063 -0.015 0.063 -0.07
C -0.69219 5.85648 -2.63601 -0.004 -0.075 0.034 -0.13
O 2.13844 -0.19694 0.33006 0.065 -0.361 -0.002 -0.65
F -1.45951 2.46748 -1.67963 -0.384 0.276 -0.162 0.02
H 2.16425 -7.67375 0.10734 -0.001 -0.005 -0.038 0.11
F -1.11236 6.78554 -3.49021 -0.022 0.075 -0.040 0.13
F 5.31393 3.89218 -1.92596 0.017 -0.044 -0.033 0.13
H 0.51344 -1.73005 -2.83457 0.135 0.021 0.031 0.06
H -2.97347 -4.08689 -2.04013 0.026 -0.040 -0.120 0.10
Ge 0.77976 2.40508 0.51099 2.478 6.807 -0.634 0.90
H -4.97916 -4.31352 2.90747 -0.003 0.027 0.013 0.11
C -0.35616 -2.26217 -3.19162 -0.127 0.157 0.046 -0.08
C -0.72320 5.47733 3.99566 0.059 -0.065 -0.088 -0.14
C 0.62219 5.17196 3.92305 0.055 -0.030 -0.085 -0.14
C -1.72743 -3.03635 -5.00373 0.021 0.029 0.020 -0.06
P -0.74357 -2.86699 -0.54552 0.565 -0.825 -0.180 0.96
C 2.79968 2.63941 0.39243 -0.422 -0.600 -0.017 -0.11
F -2.86781 5.32499 3.04375 -0.038 0.057 -0.003 0.12
H -3.43735 -4.20760 -4.45007 0.006 0.000 -0.005 0.11
C -4.48432 -3.45070 1.01236 -0.066 0.004 -0.081 -0.05
S -2.25331 0.10425 0.89429 -3.968 0.116 -0.749 0.35
C -0.61450 -2.34416 -4.54950 0.055 -0.019 -0.029 -0.05
H 3.35313 -5.51327 0.05263 0.000 0.028 0.010 0.11
O 1.01958 -1.42197 2.00216 -0.752 -0.005 -0.017 -0.46
H 2.07670 -3.40942 -0.22404 0.027 -0.031 0.000 0.09
F 6.88644 3.33765 0.21440 0.103 -0.034 -0.012 0.14
H -1.92729 -3.10188 -6.06493 -0.009 0.010 0.001 0.11
O -1.31798 -0.70331 1.75783 -0.657 -1.029 1.202 -0.35
C -1.57395 5.00271 3.01548 0.013 0.002 -0.032 -0.14
C -2.32263 -3.57860 -2.73833 0.014 0.029 -0.029 -0.08
C 0.17923 -4.40557 -0.33229 0.232 0.268 -0.095 -0.26
Cl 2.35234 -0.81445 1.72972 3.620 -1.622 1.198 1.02
F -1.92332 3.90548 1.01678 -0.206 -0.065 0.070 0.09
C 0.26571 3.81393 1.92812 -0.477 -0.805 0.247 -0.07
C 5.58516 3.08435 0.26315 -0.131 -0.037 -0.018 -0.13
H 0.06009 -1.87351 -5.25201 -0.009 0.009 0.001 0.11
C 0.78546 5.15301 -0.89809 -0.023 -0.153 0.043 -0.22
C -1.06865 4.21140 1.99914 0.346 0.195 0.002 -0.22
H -1.57209 -5.66226 -0.39185 0.013 -0.012 0.004 0.11
C 0.36345 6.13079 -1.78170 -0.078 -0.096 0.050 -0.14
C -0.85128 3.66283 -1.72177 0.328 0.056 0.065 -0.26
C -2.14069 -3.17390 0.56110 0.146 0.057 -0.218 -0.30
```
Forces are in eV/Å.

HOMO (alpha / beta) (hartree): -0.3326 / -0.3328
Relative energy (zero: lowest compared OMol25 entry of this formula, charge and spin) (kcal per mole): 19.84
Frontier orbital gap (alpha / beta) (eV): 5.71 / 5.73